The following is a DFT calculation (the ωB97M-V functional and the def2-TZVPD basis) of a 8-piece molecular cluster, C33H51F8N5O5 overall in a non-equilibrium geometry.

The net charge is 0. For the gap between HOMO and LUMO, the calculation gives 0.3697 Ha.

Last columns: bonded neighbours and bond lengths (Å).
CARTESIAN COORDINATES (ANGSTROEM)
1 F 0.13 1.77 2.62  C2 1.356
2 C 0.61 1.65 3.89  F1 1.356, F3 1.356, C4 1.552, H15 1.092
3 F 1.88 1.20 3.81  C2 1.356
4 C 0.50 3.03 4.59  C2 1.552, F5 1.344, F6 1.350, C7 1.517
5 F -0.79 3.28 4.91  C4 1.344
6 F 0.93 4.00 3.76  C4 1.350
7 C 1.38 3.06 5.83  C4 1.517, O8 1.420, H16 1.094, H17 1.092
8 O 0.98 2.02 6.71  C7 1.420, C9 1.368
9 C 1.42 2.21 7.99  O8 1.368, F10 1.360, F11 1.324, C12 1.523
10 F 0.89 3.35 8.51  C9 1.360
11 F 0.96 1.20 8.70  C9 1.324
12 C 2.93 2.28 8.17  C9 1.523, F13 1.350, F14 1.365, H18 1.100
13 F 3.52 3.37 7.64  C12 1.350
14 F 3.30 2.21 9.48  C12 1.365
15 H 0.01 0.87 4.37  C2 1.092
16 H 1.29 4.05 6.27  C7 1.094
17 H 2.42 2.99 5.52  C7 1.092
18 H 3.35 1.36 7.74  C12 1.100
19 O -4.02 -4.31 -5.35  C20 1.198
20 C -3.80 -3.15 -5.11  O19 1.198, C21 1.545, O24 1.333
21 C -4.59 -2.27 -4.12  C20 1.545, C22 1.547, H25 1.090, H26 1.093
22 C -3.79 -0.95 -4.11  C21 1.547, C23 1.518, H27 1.090, H28 1.092
23 C -3.03 -1.03 -5.42  C22 1.518, O24 1.424, H29 1.092, H30 1.087
24 O -2.92 -2.41 -5.77  C20 1.333, C23 1.424
25 H -5.65 -2.18 -4.39  C21 1.090
26 H -4.66 -2.90 -3.23  C21 1.093
27 H -4.49 -0.14 -3.91  C22 1.090
28 H -3.08 -0.86 -3.28  C22 1.092
29 H -3.63 -0.56 -6.21  C23 1.092
30 H -2.02 -0.64 -5.28  C23 1.087
31 O 1.30 -0.83 -2.99  C32 1.197
32 C 1.48 -1.71 -3.78  O31 1.197, C33 1.546, O36 1.335
33 C 0.40 -2.62 -4.40  C32 1.546, C34 1.499, H37 1.088, H38 1.090
34 C 1.19 -3.59 -5.22  C33 1.499, C35 1.535, H39 1.092, H40 1.093
35 C 2.65 -3.13 -5.16  C34 1.535, O36 1.419, H41 1.093, H42 1.092
36 O 2.67 -2.00 -4.30  C32 1.335, C35 1.419
37 H -0.19 -3.04 -3.59  C33 1.088
38 H -0.28 -1.99 -4.99  C33 1.090
39 H 1.11 -4.61 -4.83  C34 1.092
40 H 0.95 -3.76 -6.27  C34 1.093
41 H 3.25 -3.97 -4.81  C35 1.093
42 H 3.12 -2.79 -6.09  C35 1.092
43 C -6.32 3.40 -0.19  C44 1.541, H48 1.086, H49 1.092, H50 1.086
44 C -4.87 3.24 -0.70  C43 1.541, C45 1.522, H51 1.094, H52 1.100
45 C -4.62 2.22 -1.81  C44 1.522, C46 1.467, H53 1.102, H54 1.086
46 C -5.59 2.23 -2.90  C45 1.467, N47 1.146
47 N -6.34 2.24 -3.78  C46 1.146
48 H -6.69 2.45 0.16  C43 1.086
49 H -6.91 3.73 -1.05  C43 1.092
50 H -6.28 4.26 0.48  C43 1.086
51 H -4.14 3.17 0.10  C44 1.094
52 H -4.54 4.22 -1.08  C44 1.100
53 H -4.80 1.25 -1.31  C45 1.102
54 H -3.59 2.11 -2.14  C45 1.086
55 C -0.01 -3.59 5.79  C56 1.531, H60 1.089, H61 1.095, H62 1.087
56 C 0.98 -2.57 5.21  C55 1.531, C57 1.537, H63 1.091, H64 1.093
57 C 0.99 -2.40 3.69  C56 1.537, C58 1.468, H65 1.089, H66 1.091
58 C -0.34 -2.15 3.13  C57 1.468, N59 1.149
59 N -1.37 -1.91 2.67  C58 1.149
60 H 0.38 -4.00 6.72  C55 1.089
61 H -0.11 -4.47 5.16  C55 1.095
62 H -1.01 -3.17 5.91  C55 1.087
63 H 1.99 -2.88 5.49  C56 1.091
64 H 0.81 -1.59 5.66  C56 1.093
65 H 1.44 -3.30 3.28  C57 1.089
66 H 1.63 -1.56 3.40  C57 1.091
67 C 4.28 4.00 -2.72  C68 1.540, H72 1.091, H73 1.088, H74 1.088
68 C 3.06 3.10 -2.48  C67 1.540, C69 1.541, H75 1.089, H76 1.094
69 C 3.10 1.64 -2.98  C68 1.541, C70 1.474, H77 1.093, H78 1.086
70 C 4.37 0.94 -2.72  C69 1.474, N71 1.150
71 N 5.34 0.35 -2.53  C70 1.150
72 H 3.97 4.95 -2.29  C67 1.091
73 H 4.55 4.19 -3.76  C67 1.088
74 H 5.12 3.55 -2.18  C67 1.088
75 H 2.15 3.57 -2.84  C68 1.089
76 H 2.98 2.91 -1.41  C68 1.094
77 H 2.88 1.54 -4.05  C69 1.093
78 H 2.27 1.13 -2.50  C69 1.086
79 C -0.74 1.97 -1.03  C80 1.506, H84 1.093, H85 1.088, H86 1.094
80 C -1.37 0.64 -1.32  C79 1.506, C81 1.534, H87 1.094, H88 1.094
81 C -1.94 -0.10 -0.11  C80 1.534, C82 1.460, H89 1.096, H90 1.090
82 C -2.53 -1.38 -0.51  C81 1.460, N83 1.145
83 N -2.95 -2.37 -0.89  C82 1.145
84 H -1.48 2.73 -0.78  C79 1.093
85 H -0.10 2.28 -1.86  C79 1.088
86 H -0.12 1.86 -0.14  C79 1.094
87 H -0.63 0.04 -1.86  C80 1.094
88 H -2.17 0.67 -2.08  C80 1.094
89 H -2.81 0.36 0.38  C81 1.096
90 H -1.17 -0.31 0.64  C81 1.090
91 C 2.53 -0.73 0.40  C92 1.538, H96 1.095, H97 1.095, H98 1.089
92 C 2.73 -2.10 -0.26  C91 1.538, C93 1.503, H99 1.096, H100 1.088
93 C 3.27 -3.20 0.61  C92 1.503, C94 1.471, H101 1.097, H102 1.092
94 C 3.61 -4.40 -0.16  C93 1.471, N95 1.147
95 N 3.82 -5.37 -0.74  C94 1.147
96 H 3.35 -0.43 1.06  C91 1.095
97 H 1.67 -0.61 1.07  C91 1.095
98 H 2.51 0.01 -0.40  C91 1.089
99 H 3.51 -1.82 -0.99  C92 1.096
100 H 1.88 -2.36 -0.89  C92 1.088
101 H 2.53 -3.61 1.30  C93 1.097
102 H 4.14 -2.99 1.24  C93 1.092

Results of the Löwdin charge analysis, in e, for atoms 1 through 8:
1 F 0.0765
2 C -0.2849
3 F 0.0841
4 C -0.4579
5 F 0.1458
6 F 0.1344
7 C -0.0755
8 O 0.0623

***

The following is a DFT calculation (the ωB97M-V functional and the def2-TZVPD basis) of an isolated ion of composition C2H6N3O2 and charge -1 in a non-equilibrium geometry.

The net charge is -1. For the gap between HOMO and LUMO (spin up / spin down), the calculation gives 0.2462 / 0.2462 Ha.

Last columns: bonded neighbours and bond lengths (Å).
CARTESIAN COORDINATES (ANGSTROEM)
1 C -2.59 -0.07 -0.08  N2 1.405, H8 1.110, H9 1.110, H10 1.096
2 N -1.70 -1.09 0.28  C1 1.405, N3 1.683
3 N -0.16 -0.56 -0.14  N2 1.683, O4 1.248, N5 1.258
4 O -0.12 0.54 -0.73  N3 1.248
5 N 0.80 -1.30 0.22  N3 1.258, O6 1.439
6 O 2.08 -0.84 -0.25  N5 1.439, C7 1.407
7 C 2.48 0.43 0.22  O6 1.407, H11 1.100, H12 1.094, H13 1.092
8 H -2.67 0.11 -1.17  C1 1.110
9 H -2.38 0.91 0.39  C1 1.110
10 H -3.57 -0.42 0.28  C1 1.096
11 H 2.78 0.39 1.28  C7 1.100
12 H 1.70 1.18 0.09  C7 1.094
13 H 3.34 0.70 -0.40  C7 1.092

Results of the natural (NBO) charge analysis, in e, for atoms 1 through 8:
1 C -0.4485
2 N -0.5615
3 N 0.3533
4 O -0.5595
5 N -0.0571
6 O -0.4402
7 C -0.2710
8 H 0.1353